Here is a 8-piece molecular cluster, C56H90N2O25S overall from the Open Molecules 2025 dataset. Energies are from ωB97M-V/def2-TZVPD.

Atoms and positions in Å:
C -4.01 -1.96 1.34
C -3.47 -1.53 2.83
C -3.80 0.03 3.25
N -3.39 1.06 2.22
C -1.87 1.25 2.24
C -1.55 2.79 2.81
O -2.29 3.47 3.70
N -0.28 3.22 2.06
C 0.15 2.15 1.05
C 0.45 3.06 -0.28
C 1.48 2.41 -1.36
O 0.95 1.29 -2.15
C 1.93 0.19 -2.20
C 1.72 -0.87 -3.43
O 0.67 -1.88 -3.22
C 0.92 -2.71 -2.03
C -0.34 -3.28 -1.10
C -0.14 -4.18 0.27
C 1.42 -4.53 0.70
C 1.68 -5.40 2.11
C 0.55 -5.07 3.28
C 1.38 -6.99 1.67
C 3.23 -5.36 2.63
C 3.66 -4.05 3.49
C 3.54 -4.20 5.12
C 2.94 -2.64 3.07
C 5.30 -3.82 3.19
C 2.70 -4.01 -0.20
C 2.45 -3.11 -1.59
C 1.27 1.09 1.59
C 1.96 1.48 3.03
C 2.81 2.89 3.03
O 1.01 1.41 4.18
C -1.36 1.53 0.68
S -1.47 -0.06 -0.31
H -4.61 -1.13 0.78
H -4.75 -2.88 1.48
H -3.08 -2.30 0.67
H -2.32 -1.81 2.95
H -4.05 -2.21 3.61
H -4.95 0.11 3.50
H -3.19 0.29 4.24
H -3.73 0.82 1.26
H -1.29 0.38 2.82
H -0.60 4.13 1.64
H 0.94 4.07 0.10
H -0.55 3.32 -0.85
H 1.73 3.27 -2.15
H 2.53 2.18 -0.84
H 2.99 0.71 -2.38
H 1.98 -0.28 -1.13
H 1.38 -0.23 -4.37
H 2.78 -1.30 -3.71
H -1.43 -2.96 -1.48
H -1.09 -4.52 0.89
H -0.28 -5.93 3.30
H 0.03 -4.03 3.13
H 1.01 -5.07 4.37
H 2.34 -7.35 1.06
H 0.50 -7.00 0.88
H 1.17 -7.62 2.63
H 3.35 -6.30 3.36
H 3.98 -5.59 1.74
H 2.46 -3.93 5.54
H 3.94 -5.22 5.55
H 4.25 -3.35 5.59
H 3.44 -1.79 3.74
H 1.79 -2.58 3.29
H 3.19 -2.31 1.95
H 5.47 -2.64 3.21
H 5.98 -4.29 4.01
H 5.59 -4.15 2.08
H 3.84 -4.21 0.05
H 3.41 -2.76 -2.21
H 0.70 0.06 1.77
H 2.14 0.84 0.85
H 2.76 0.62 3.26
H 3.06 3.31 1.97
H 2.21 3.68 3.70
H 3.81 2.68 3.61
H 1.51 1.42 5.05
H -2.14 2.31 0.23
H -0.23 -0.71 -0.05
C 0.69 3.40 8.99
C 0.94 1.91 9.18
C 2.32 1.57 9.67
O 2.51 0.26 9.18
C 1.75 0.16 8.05
O 1.81 -0.76 7.25
O 0.90 1.22 7.94
H 0.39 3.63 7.96
H -0.11 3.73 9.66
H 1.57 4.00 9.23
H 0.17 1.48 9.83
H 2.39 1.59 10.77
H 3.11 2.22 9.26
C 3.34 8.59 6.01
C 2.81 7.25 6.47
C 1.64 7.33 7.42
O 1.75 6.12 8.15
C 3.08 5.79 8.14
O 3.58 4.92 8.84
O 3.77 6.56 7.26
H 4.40 8.71 6.25
H 3.23 8.69 4.93
H 2.79 9.43 6.45
H 2.57 6.61 5.61
H 0.68 7.38 6.90
H 1.71 8.17 8.12
C -1.36 -4.34 -4.71
C -2.06 -5.69 -4.73
C -3.55 -5.60 -4.89
O -3.99 -6.80 -4.26
C -3.05 -7.11 -3.32
O -3.19 -7.95 -2.46
O -1.93 -6.34 -3.47
H -0.78 -4.19 -3.79
H -0.67 -4.27 -5.56
H -2.06 -3.50 -4.81
H -1.61 -6.34 -5.49
H -3.85 -5.59 -5.94
H -4.00 -4.75 -4.37
C 4.41 -5.02 -7.75
C 3.98 -4.32 -6.47
C 3.03 -3.17 -6.67
O 3.29 -2.36 -5.54
C 4.58 -2.61 -5.17
O 5.21 -1.95 -4.36
O 5.08 -3.69 -5.84
H 5.50 -5.02 -7.87
H 4.07 -6.06 -7.74
H 3.97 -4.56 -8.64
H 3.57 -5.06 -5.76
H 1.99 -3.49 -6.70
H 3.25 -2.58 -7.57
C -3.82 3.32 -2.73
C -3.23 2.54 -3.90
C -1.79 2.82 -4.17
O -1.67 2.54 -5.55
C -2.90 2.77 -6.10
O -3.13 2.82 -7.29
O -3.85 2.93 -5.12
H -4.68 3.92 -3.03
H -4.15 2.62 -1.95
H -3.08 3.98 -2.26
H -3.42 1.47 -3.77
H -1.12 2.18 -3.58
H -1.50 3.87 -4.00
C -5.75 8.23 -1.54
C -4.26 7.97 -1.46
C -3.61 7.68 -2.78
O -2.49 6.89 -2.40
C -2.83 6.27 -1.23
O -2.20 5.36 -0.72
O -3.99 6.79 -0.72
H -6.32 7.54 -0.90
H -5.97 9.25 -1.20
H -6.13 8.15 -2.56
H -3.76 8.80 -0.94
H -3.28 8.58 -3.29
H -4.23 7.08 -3.45
C -5.27 -1.30 -8.16
C -3.78 -1.56 -8.08
C -3.13 -1.86 -9.40
O -2.01 -2.64 -9.02
C -2.35 -3.27 -7.86
O -1.72 -4.17 -7.34
O -3.51 -2.75 -7.34
H -5.84 -1.99 -7.53
H -5.49 -0.28 -7.83
H -5.65 -1.38 -9.18
H -3.28 -0.73 -7.56
H -2.80 -0.95 -9.92
H -3.75 -2.45 -10.07

Computed properties:
- Orbital gap: 8.093 eV
- DFT total energy: -4575.89329 Eh
- HOMO level: -7.77 eV
- SMILES: CCCN[C@@H]1C(=O)N[C@@](CCOCCOc2ccc(C(C)(C)CC(C)(C)C)cc2)(C[C@@H](C)O)[C@H]1S.C[C@@H]1COC(=O)O1.C[C@@H]1COC(=O)O1.C[C@@H]1COC(=O)O1.C[C@@H]1COC(=O)O1.C[C@@H]1COC(=O)O1.C[C@@H]1COC(=O)O1.C[C@@H]1COC(=O)O1
- Charge: 0

Atom charges from the Löwdin analysis, given in e for atoms 1 to 99: -0.165 -0.241 -0.229 -0.069 -0.231 -0.202 -0.043 0.064 -0.348 -0.104 -0.206 -0.246 -0.169 -0.147 -0.160 -0.160 -0.028 0.004 -0.087 -0.438 -0.084 -0.099 -0.144 -0.500 -0.104 -0.100 -0.097 -0.004 0.013 -0.061 -0.341 -0.081 -0.114 -0.489 0.720 0.067 0.079 0.037 0.098 0.108 0.124 0.136 0.071 0.156 0.123 0.135 0.110 0.139 0.124 0.146 0.113 0.160 0.096 0.093 0.105 0.094 0.070 0.082 0.095 0.095 0.087 0.135 0.107 0.088 0.089 0.095 0.085 0.080 0.090 0.085 0.083 0.079 0.088 0.098 0.117 0.114 0.135 0.079 0.090 0.080 0.103 0.132 -0.095 -0.008 -0.328 -0.106 0.065 -0.511 0.123 0.077 0.097 0.089 0.049 0.158 0.146 0.135 -0.011 -0.336 -0.104